Formula: C4H9N3O
Source: the Open Molecules 2025 dataset
Level of theory: ωB97M-V/def2-TZVPD

Calculated values
* SMILES: [NH2+]=C1C[C@H](O)C(=[NH2+])N1
* max |F|: 4.50 eV/A
* gap between HOMO and LUMO: 10.18 eV
* total charge: +2
* ΔE to the lowest compared entry with this formula, charge and spin: 16.2 kJ/mol
* highest occupied orbital energy: -19.5 eV

Geometry as XYZ:
```
17
Properties=species:S:1:pos:R:3:forces:R:3
C 0.871755 -0.794880 -0.013758 -1.5 -4.1 1.0
C -1.333468 -0.121763 -0.012078 1.2 -0.3 -0.2
C -0.471235 1.088298 -0.191348 -0.3 1.9 0.7
C 0.919407 0.607616 0.317035 -2.5 3.5 1.2
N -0.590265 -1.271559 -0.015447 3.7 1.4 -0.5
N 1.929796 -1.554622 -0.072999 0.2 3.1 -0.1
N -2.598976 -0.041069 0.095230 -0.7 1.1 -0.4
O 2.048615 1.282356 -0.039251 0.8 -1.9 -0.4
H -0.487623 1.356983 -1.213577 0.2 -0.2 -1.7
H -0.779116 2.112782 0.270080 0.1 -2.1 -0.1
H 0.564742 0.817467 1.385329 1.6 -1.3 -0.3
H -0.898868 -2.243070 -0.258892 0.4 1.2 0.5
H 2.855468 -1.012796 -0.017673 -1.5 -1.0 -0.1
H 1.990251 -2.536605 -0.235443 -0.2 -0.9 -0.2
H -2.901549 0.968773 -0.029046 -0.8 -2.0 0.4
H -3.179045 -0.892880 0.137094 -0.3 1.0 0.0
H 2.060119 2.234963 -0.105264 -0.5 0.5 0.2
```
Forces are in eV/Å.